Here is C36H90AlF12N9O19S4 as an isolated structure in a non-equilibrium geometry from the OMol25 dataset. Energies are from the ωB97M-V functional and the def2-TZVPD basis.

Its total charge is +6. The value obtained for the HOMO energy is -18.7 eV. The spin multiplicity is 1. For the LUMO energy, the calculation gives -17.48 eV.

Last column: Mulliken charge in e.
Positions of all 171 atoms, in Å:
Al: 21.524 0.225 -5.514  1.111
C: 21.020 -1.889 -14.639  0.567
F: 21.310 -1.915 -15.923  -0.192
F: 21.893 -1.144 -13.948  -0.135
F: 19.764 -1.456 -14.559  -0.184
S: 21.139 -3.739 -14.114  0.918
O: 22.530 -4.063 -14.356  -0.484
O: 20.790 -3.712 -12.694  -0.283
N: 20.003 -4.584 -15.216  -0.315
S: 20.569 -5.983 -14.934  0.983
O: 21.708 -6.285 -15.752  -0.411
O: 20.481 -6.394 -13.554  -0.331
C: 19.227 -7.061 -15.869  0.581
F: 19.532 -8.339 -15.650  -0.120
F: 17.996 -6.636 -15.541  -0.144
F: 19.374 -6.885 -17.207  -0.152
C: 19.491 3.024 -9.324  0.231
F: 18.636 4.001 -9.591  -0.016
F: 19.677 2.523 -10.479  -0.159
F: 20.635 3.542 -8.890  -0.227
S: 18.701 1.592 -8.068  0.791
O: 18.672 2.201 -6.768  -0.700
O: 17.407 1.182 -8.548  -0.400
N: 20.050 0.403 -8.050  -0.197
S: 19.531 -0.702 -9.085  0.965
O: 18.474 -1.534 -8.560  -0.624
O: 19.325 -0.132 -10.386  -0.580
C: 21.035 -1.863 -9.106  0.297
F: 20.813 -2.881 -9.872  0.137
F: 22.155 -1.274 -9.598  -0.261
F: 21.315 -2.257 -7.789  -0.230
C: 16.317 2.835 -11.917  -1.586
C: 15.522 3.683 -12.935  0.379
C: 14.667 3.016 -13.965  -0.871
O: 15.496 2.330 -14.912  -0.321
C: 14.751 1.626 -15.911  -0.794
N: 14.588 4.435 -11.931  -0.114
H: 14.080 3.801 -11.331  0.370
H: 15.103 5.118 -11.394  -0.011
H: 13.904 4.944 -12.474  0.414
H: 16.929 3.416 -11.227  0.204
H: 17.073 2.176 -12.343  0.581
H: 15.846 2.034 -11.346  0.481
H: 16.183 4.466 -13.306  0.323
H: 13.951 3.641 -14.500  0.505
H: 13.995 2.401 -13.366  0.426
H: 15.449 1.166 -16.611  0.257
H: 14.073 2.249 -16.494  0.342
H: 14.078 0.865 -15.517  0.345
C: 25.634 -1.943 -12.250  -1.384
C: 25.013 -2.407 -10.880  -0.224
C: 23.783 -3.264 -11.125  0.690
O: 24.139 -4.486 -11.613  -0.571
C: 23.251 -5.620 -11.414  -0.390
N: 26.035 -3.196 -10.108  -0.056
H: 25.932 -3.046 -9.114  0.144
H: 25.929 -4.194 -10.219  0.346
H: 26.989 -2.891 -10.241  0.410
H: 26.435 -1.221 -12.088  0.443
H: 24.920 -1.492 -12.939  0.293
H: 26.076 -2.791 -12.773  0.411
H: 24.869 -1.572 -10.194  0.365
H: 23.240 -2.769 -11.930  -0.131
H: 23.245 -3.486 -10.203  0.043
H: 23.370 -6.082 -12.394  0.312
H: 22.256 -5.211 -11.239  -0.068
H: 23.559 -6.256 -10.584  0.371
C: 15.911 -0.037 -6.096  -1.039
C: 16.306 0.539 -4.678  0.475
C: 15.152 1.250 -3.962  -0.131
O: 15.595 1.926 -2.794  -0.379
C: 14.622 2.840 -2.362  -0.697
N: 16.795 -0.585 -3.779  -0.077
H: 16.972 -0.325 -2.819  0.415
H: 16.311 -1.460 -3.632  0.356
H: 17.746 -0.735 -4.085  0.289
H: 15.096 -0.755 -6.186  0.491
H: 16.786 -0.514 -6.538  0.230
H: 15.450 0.733 -6.714  0.114
H: 17.044 1.338 -4.750  -0.073
H: 14.281 0.632 -3.742  0.558
H: 14.808 1.976 -4.698  -0.387
H: 14.169 3.483 -3.117  0.109
H: 14.833 3.324 -1.408  0.368
H: 13.733 2.302 -2.032  0.391
C: 15.801 3.861 -6.927  -0.977
C: 14.484 4.465 -6.312  0.105
C: 14.789 5.552 -5.306  -1.256
O: 15.696 5.131 -4.310  -0.102
C: 16.131 6.279 -3.695  -0.816
N: 13.535 5.043 -7.396  0.065
H: 13.328 4.439 -8.179  0.351
H: 12.651 5.425 -7.093  0.424
H: 14.060 5.784 -7.838  -0.004
H: 16.239 4.627 -7.567  0.143
H: 15.645 2.951 -7.507  0.314
H: 16.474 3.730 -6.080  0.409
H: 13.839 3.733 -5.826  0.296
H: 13.863 5.923 -4.866  0.514
H: 15.232 6.339 -5.917  0.736
H: 16.480 7.028 -4.406  0.162
H: 16.799 6.002 -2.879  0.253
H: 15.254 6.757 -3.259  0.417
C: 19.119 9.287 -7.458  -1.172
C: 18.879 8.381 -6.223  0.088
C: 19.015 6.865 -6.424  0.750
O: 20.262 6.423 -6.037  -0.600
C: 20.356 4.973 -6.064  -0.359
N: 19.793 8.933 -5.153  -0.197
H: 19.459 9.819 -4.802  0.379
H: 19.838 8.340 -4.336  0.320
H: 20.754 9.101 -5.416  0.357
H: 18.677 10.267 -7.277  0.459
H: 18.474 9.144 -8.325  0.010
H: 20.146 9.451 -7.786  0.429
H: 17.910 8.598 -5.772  0.306
H: 18.894 6.500 -7.444  -0.252
H: 18.291 6.256 -5.883  -0.074
H: 20.258 4.618 -7.090  -0.151
H: 19.682 4.506 -5.345  0.341
H: 21.391 4.650 -5.950  0.434
C: 20.171 -6.979 -10.150  -1.075
C: 19.946 -6.669 -8.687  0.010
C: 19.055 -5.459 -8.415  0.128
O: 17.764 -5.518 -9.026  -0.473
C: 17.210 -4.234 -9.159  -0.664
N: 19.348 -7.974 -8.150  -0.160
H: 18.422 -8.163 -8.505  0.357
H: 19.863 -8.777 -8.479  0.360
H: 19.277 -7.946 -7.142  0.353
H: 19.371 -7.502 -10.675  0.596
H: 21.102 -7.541 -10.218  0.542
H: 20.291 -6.019 -10.652  -0.307
H: 20.942 -6.472 -8.289  0.211
H: 19.708 -4.656 -8.756  -0.264
H: 18.933 -5.438 -7.332  0.489
H: 16.147 -4.205 -9.396  0.425
H: 17.804 -3.656 -9.867  0.188
H: 17.289 -3.563 -8.303  0.282
C: 24.592 5.870 -15.414  -1.594
C: 23.380 6.244 -14.581  0.405
C: 23.506 5.778 -13.090  -0.897
O: 22.268 5.445 -12.599  -0.325
C: 22.259 4.979 -11.286  -0.659
N: 23.189 7.730 -14.511  -0.215
H: 23.033 8.178 -13.619  0.336
H: 23.972 8.221 -14.918  0.363
H: 22.371 7.982 -15.048  0.371
H: 24.581 4.790 -15.559  0.381
H: 25.531 6.223 -14.987  0.427
H: 24.578 6.357 -16.389  0.471
H: 22.526 5.773 -15.067  0.242
H: 24.004 6.500 -12.443  0.438
H: 24.141 4.936 -12.815  0.478
H: 21.231 4.972 -10.924  0.031
H: 22.904 5.512 -10.587  0.377
H: 22.412 3.900 -11.280  0.325
C: 17.062 7.212 -9.838  -0.694
C: 15.748 7.111 -9.108  0.802
O: 14.777 6.523 -9.660  -0.846
O: 15.736 7.461 -7.917  -0.698
H: 17.339 8.254 -9.995  0.331
H: 17.129 6.808 -10.848  0.299
H: 17.882 6.805 -9.247  -0.167
C: 23.194 -4.096 -6.425  -0.580
C: 24.064 -2.889 -6.725  0.673
O: 23.571 -1.723 -6.598  -0.469
O: 25.257 -3.038 -6.970  -0.625
H: 22.589 -4.368 -7.291  -0.182
H: 22.405 -3.990 -5.681  0.319
H: 23.844 -4.908 -6.101  0.399



Here is the molecule C4H10N2O2 in a non-equilibrium geometry from the OMol25 dataset. Energies are from the ωB97M-V functional and the def2-TZVPD basis.

Its SMILES is [H]/N=C\NO[C@@H](C)OC. The value obtained for the HOMO energy is -8.8 eV. The spin multiplicity is 1. The calculation puts the energy above the lowest of the compared OMol25 structures with the same formula, charge and spin at 192.4 kcal/mol. For the LUMO energy, the calculation gives 0.30 eV.

Last column: Mulliken charge in e.
Positions of all 18 atoms, in Å:
C: 1.290 0.813 1.369  -0.470
C: 0.165 0.923 -0.621  0.506
C: -0.589 1.850 -1.670  -1.320
C: -0.085 -1.975 0.638  0.027
H: 1.189 -0.462 1.358  0.142
H: 1.390 1.346 2.379  0.254
H: 2.112 0.932 0.702  0.331
H: 1.207 1.042 -0.759  0.319
H: -1.725 2.032 -1.511  0.294
H: -0.206 3.048 -1.820  0.290
H: -0.284 1.492 -2.633  0.385
H: 1.107 -1.947 -1.154  0.328
H: 0.891 -2.746 0.951  0.260
H: -1.668 -0.804 0.838  0.328
N: 0.373 -1.385 -0.348  -0.303
N: -1.301 -1.670 1.207  -0.751
O: 0.127 1.312 0.654  -0.349
O: -0.402 -0.338 -0.986  -0.272



Here is the molecule C3H2BrF in a non-equilibrium geometry from the OMol25 dataset. Energies are from the ωB97M-V functional and the def2-TZVPD basis.

Its SMILES is C#C[C@@H](F)Br. The value obtained for the HOMO energy is -10.3 eV. The spin multiplicity is 1. The calculation puts the energy above the lowest of the compared OMol25 structures with the same formula, charge and spin at 0.0 kcal/mol. For the LUMO energy, the calculation gives -0.08 eV.

Last column: Mulliken charge in e.
Positions of all 7 atoms, in Å:
C: 1.614 0.629 0.431  0.118
C: 0.640 0.153 -0.109  -0.404
C: -0.682 -0.495 -0.315  -0.037
F: -0.916 -1.608 0.303  -0.176
Br: -2.184 0.782 0.464  -0.176
H: 2.544 1.217 0.588  0.369
H: -1.017 -0.678 -1.362  0.307



Here is C36H43HfN2O6P2S4Se4 as an isolated structure in a non-equilibrium geometry from the OMol25 dataset. Energies are from the ωB97M-V functional and the def2-TZVPD basis.

Its total charge is -1. The value obtained for the HOMO energy is -4.1 eV. The spin multiplicity is 1. The calculation puts the energy above the lowest of the compared OMol25 structures with the same formula, charge and spin at 0.2 kcal/mol. For the LUMO energy, the calculation gives 1.74 eV.

Last column: Mulliken charge in e.
Positions of all 98 atoms, in Å:
Hf: -0.431 0.108 1.211  0.703
Se: -1.040 0.793 3.664  -0.397
Se: -0.871 0.452 5.927  -0.480
Se: 2.140 2.840 4.369  -0.520
Se: 1.366 1.160 3.030  0.044
O: -2.273 -2.957 -0.435  -0.581
S: -1.115 -2.374 0.154  1.295
O: -0.588 -1.143 -0.540  0.352
O: -1.227 -1.913 1.563  -0.666
C: 0.176 -3.592 0.198  0.180
C: -0.104 -4.803 -0.415  -0.554
C: 0.799 -5.851 -0.301  -0.754
C: 1.950 -5.685 0.450  -0.888
C: 2.205 -4.475 1.069  0.154
C: 1.339 -3.394 0.948  -1.000
P: 1.699 -1.808 1.849  1.090
C: 1.795 -2.461 3.541  1.002
C: 2.995 -2.918 4.083  -0.403
C: 3.034 -3.399 5.379  -0.845
C: 1.877 -3.413 6.148  -0.526
C: 0.686 -2.955 5.614  -0.903
C: 0.638 -2.485 4.314  -0.936
C: 3.418 -1.473 1.366  0.551
C: 3.946 -1.961 0.174  -0.407
C: 5.227 -1.617 -0.219  -0.689
C: 5.991 -0.771 0.570  -0.563
C: 5.467 -0.267 1.750  -1.030
C: 4.190 -0.614 2.150  -0.645
H: -1.030 -4.920 -0.956  0.636
H: 0.587 -6.798 -0.778  0.403
H: 2.647 -6.502 0.564  0.440
H: 3.099 -4.366 1.669  0.452
H: 3.907 -2.888 3.502  0.370
H: 3.970 -3.746 5.793  0.417
H: 1.914 -3.760 7.170  0.386
H: -0.209 -2.917 6.216  0.496
H: -0.301 -2.116 3.919  0.411
H: 3.348 -2.591 -0.471  0.413
H: 5.625 -2.003 -1.147  0.437
H: 6.992 -0.497 0.263  0.388
H: 6.048 0.407 2.362  0.439
H: 3.792 -0.204 3.072  0.597
C: 2.306 4.200 -3.593  -1.316
C: 1.334 3.034 -3.668  -0.581
N: 1.729 1.929 -2.803  0.466
C: 2.507 0.879 -3.433  -0.936
C: 1.630 -0.152 -4.128  -0.881
C: 1.424 1.938 -1.497  -0.146
S: 1.932 0.619 -0.515  0.109
N: 0.831 3.067 -1.077  -0.123
C: 0.039 3.094 -0.035  -0.568
O: -0.481 2.074 0.529  1.458
C: -0.316 4.409 0.535  0.484
C: -0.134 5.573 -0.201  -0.381
C: -0.474 6.793 0.351  -0.743
C: -0.981 6.850 1.643  -0.391
C: -1.150 5.690 2.381  -1.073
C: -0.830 4.465 1.828  0.091
H: 2.004 4.990 -4.279  0.399
H: 3.315 3.888 -3.861  0.367
H: 2.327 4.603 -2.583  0.222
H: 1.300 2.631 -4.684  0.511
H: 0.324 3.347 -3.404  0.355
H: 3.112 0.392 -2.668  0.463
H: 3.189 1.365 -4.137  0.397
H: 0.960 -0.618 -3.404  -0.058
H: 2.253 -0.930 -4.569  0.510
H: 1.027 0.287 -4.924  0.315
H: 0.266 5.508 -1.203  0.389
H: -0.347 7.701 -0.223  0.402
H: -1.250 7.806 2.074  0.377
H: -1.530 5.736 3.390  0.432
H: -0.963 3.548 2.392  0.475
C: -6.972 -0.628 -1.604  -1.243
C: -6.309 -0.386 -0.256  0.627
C: -5.518 -1.589 0.219  -1.164
O: -5.569 0.851 -0.346  -0.381
P: -4.036 1.141 -0.667  0.440
S: -3.806 2.996 -1.144  -0.512
S: -3.056 0.603 1.074  -0.471
O: -3.838 0.067 -1.850  -0.197
C: -2.751 -0.236 -2.738  1.844
C: -3.406 -0.685 -4.030  -1.866
C: -1.778 0.896 -2.958  -1.038
H: -7.669 -1.464 -1.534  0.445
H: -6.217 -0.862 -2.353  0.075
H: -7.517 0.258 -1.927  0.336
H: -7.075 -0.151 0.493  0.330
H: -4.721 -1.848 -0.476  0.084
H: -6.208 -2.432 0.288  0.502
H: -5.070 -1.420 1.196  0.278
H: -2.227 -1.078 -2.285  -0.887
H: -4.018 0.119 -4.441  0.385
H: -4.044 -1.551 -3.857  0.421
H: -2.645 -0.954 -4.763  0.415
H: -2.280 1.790 -3.325  0.475
H: -1.042 0.560 -3.693  0.149
H: -1.258 1.164 -2.042  0.058